Computed, not measured: 2 unconnected molecules or ions with the total composition C2H5S in a non-equilibrium geometry, with the ωB97M-V functional and the def2-TZVPD basis.

- Net charge: -1
- Molecular weight: 61.129 g mol⁻¹
- ΔE to the lowest compared entry with this formula, charge and spin: 23.93 kcal/mol
- Maximum force: 1.4 eV Å⁻¹
- E: -12989.8783 eV

XYZ file:
```
8
C2H5S, DFT the ωB97M-V functional and the def2-TZVPD basis
S 2.651 -2.877 0.918
H 2.010 -1.982 1.684
C -0.446 0.296 -0.234
C -1.226 1.252 -0.741
H -0.626 -0.228 0.698
H 0.602 0.218 -0.517
H -0.960 1.668 -1.703
H -2.005 1.653 -0.104
```

Löwdin atomic charge list, values in e, 2 entries:
1. S -0.449
2. H -0.532